Entry w
C4H14NOS | wB97M-V/def2-TZVPD

Values from the calculation:
- Orbital gap: 9.8 eV
- Charge: +1
- Multiplicity: 1

Positions of all 21 atoms, in Å:
C 1.07 1.99 -0.06
C 0.23 0.79 -0.44
C 0.87 -0.57 -0.16
C 0.32 -1.74 -0.91
S -0.90 -1.66 -2.24
N -1.16 0.90 0.18
H 0.99 2.27 0.99
H 0.99 2.90 -0.66
H 2.10 1.74 -0.30
H -0.04 0.78 -1.52
H 1.96 -0.44 -0.15
H 0.74 -0.75 0.93
H -0.06 -2.52 -0.20
H 1.19 -2.41 -1.20
H -0.10 -0.98 -3.10
H -1.06 0.73 1.20
H -1.78 0.20 -0.27
H -1.60 1.82 0.12
H -1.62 -0.49 3.01
H -0.83 -1.66 2.56
O -1.30 -0.90 2.20

Mulliken population analysis, charges in e, atoms 1 to 5: -1.4657, 0.1108, -0.3661, -0.8201, -0.1553


Entry x
C4H14NOS | wB97M-V/def2-TZVPD

Values from the calculation:
- Orbital gap: 9.9 eV
- Charge: +1
- Multiplicity: 1

Positions of all 21 atoms, in Å:
C 0.63 -0.44 1.39
C -0.59 0.50 1.54
C -0.50 1.66 0.35
S 0.02 1.12 -1.29
C -1.57 0.16 -1.80
N 1.92 0.49 1.01
H 0.57 -1.16 0.51
H 0.87 -1.04 2.28
H -1.46 -0.17 1.21
H -0.73 0.92 2.54
H -1.43 2.17 0.30
H 0.26 2.42 0.58
H -1.47 -0.05 -2.96
H -1.55 -0.78 -1.15
H -2.44 0.71 -1.60
H 1.96 1.35 1.54
H 1.64 0.60 -0.04
H 2.65 -0.22 1.09
H 0.14 -3.52 -1.87
H 0.62 -2.01 -2.16
O 0.46 -2.69 -1.47

Mulliken population analysis, charges in e, atoms 1 to 5: -0.4513, -0.4506, -0.8636, -0.0735, -0.8201


Calculated relative energies: entry w 0.0; entry x 79.8, given in kJ/mol


Entry w
C4H7N3OS | wB97M-V/def2-TZVPD

Values from the calculation:
- SMILES: C[C@]1(C(N)=O)N=CSN1
- Orbital gap: 9.3 eV
- Charge: 0
- Multiplicity: 1

Positions of all 16 atoms, in Å:
C 1.36 0.49 -0.69
C -0.08 0.22 -0.24
C -0.31 -1.33 -0.25
N 0.47 -2.06 0.70
O -1.12 -1.95 -0.85
N -1.04 0.97 -1.01
C -1.61 1.91 -0.41
S -1.16 2.01 1.34
N -0.27 0.53 1.19
H 1.45 1.50 -0.36
H 1.45 0.18 -1.71
H 2.15 -0.16 -0.19
H 1.47 -1.90 0.58
H 0.33 -3.03 0.74
H -2.28 2.70 -0.64
H -0.80 -0.07 1.78

Mulliken population analysis, charges in e, atoms 1 to 5: -1.4664, 1.3829, 0.0765, -0.4307, -0.5404


Entry x
C4H7N3OS | wB97M-V/def2-TZVPD

Values from the calculation:
- Orbital gap (alpha / beta): 6.8 / 6.8 eV
- Charge: 0
- Multiplicity: 1

Positions of all 16 atoms, in Å:
C -0.22 0.26 -1.00
C -0.47 1.22 -0.03
C 0.66 -1.13 0.61
C 0.78 -1.88 -1.71
N 0.46 -0.88 -0.64
N 0.04 0.96 1.16
N -0.50 1.60 2.31
O -1.31 2.31 -0.27
S 1.57 -1.76 1.69
H -0.51 0.56 -1.95
H 1.78 -2.37 -1.53
H 0.07 -2.70 -1.70
H 0.86 -1.44 -2.71
H -0.33 0.95 3.11
H -1.49 1.51 2.13
H -1.36 2.78 0.52

Mulliken population analysis, charges in e, atoms 1 to 5: -0.6820, 0.4912, 0.4548, -0.8801, 0.1031


Calculated relative energies: entry w 0.0; entry x 301.1, given in kJ/mol


Entry w
C2H2Cl2F2 | wB97M-V/def2-TZVPD

Values from the calculation:
- SMILES: FC(F)(Cl)CCl
- Orbital gap: 12.1 eV
- Charge: 0
- Multiplicity: 1

Positions of all 8 atoms, in Å:
F 1.16 -0.43 -1.30
C -0.08 -0.14 -0.73
F -0.87 -1.17 -0.95
Cl -0.76 1.16 -1.61
C 0.00 0.23 0.79
Cl 1.23 -0.88 1.57
H 0.22 1.29 1.10
H -0.91 -0.07 1.15

Mulliken population analysis, charges in e, atoms 1 to 5: -0.2303, 0.6631, -0.2017, -0.1511, -0.5825


Entry x
C2H2Cl2F2 | wB97M-V/def2-TZVPD

Values from the calculation:
- SMILES: FC(F)C(Cl)Cl
- Orbital gap: 12.1 eV
- Charge: 0
- Multiplicity: 1

Positions of all 8 atoms, in Å:
F -0.83 -0.53 1.50
C -0.60 -0.41 0.13
F -1.69 0.28 -0.45
C 0.60 0.33 -0.26
Cl 2.05 -0.56 0.20
Cl 0.70 1.92 0.52
H -0.74 -1.43 -0.25
H 0.50 0.39 -1.39

Mulliken population analysis, charges in e, atoms 1 to 5: -0.2201, 0.1195, -0.2372, 0.0977, -0.1411


Calculated relative energies: entry w 0.0; entry x 7.1, given in kJ/mol


Entry w
C4H5N | wB97M-V/def2-TZVPD

Values from the calculation:
- Orbital gap (alpha / beta): 9.4 / 8.6 eV
- Charge: 0
- Multiplicity: 1

Positions of all 10 atoms, in Å:
C -0.67 0.52 0.58
C -1.91 0.45 -0.14
C 0.18 -0.29 -0.01
C 1.57 -0.50 -0.24
N -1.75 -0.40 -1.03
H -0.35 0.98 1.50
H -2.85 0.81 0.14
H 1.84 -0.18 -1.21
H 1.91 -1.53 -0.09
H 2.04 0.16 0.50

Mulliken population analysis, charges in e, atoms 1 to 5: -0.4433, -0.1469, 0.2921, -0.8376, -0.4645


Entry x
C4H5N | wB97M-V/def2-TZVPD

Values from the calculation:
- SMILES: [H]/N=C(\C)C#C
- Orbital gap: 10.9 eV
- Charge: 0
- Multiplicity: 1

Positions of all 10 atoms, in Å:
H 2.28 -0.70 0.79
N 1.92 -0.42 -0.08
C 0.68 -0.16 -0.24
C -0.47 -0.18 0.78
C 0.29 0.26 -1.60
C 0.01 0.58 -2.73
H -0.82 0.82 1.00
H 0.17 -0.42 1.75
H -1.32 -0.88 0.64
H -0.58 0.76 -3.61

Mulliken population analysis, charges in e, atoms 1 to 5: 0.2370, -0.6227, 0.2894, -0.8996, -0.3478


Calculated relative energies: entry w 236.3; entry x 0.0, given in kJ/mol


Entry w
C2H2N2O | wB97M-V/def2-TZVPD

Values from the calculation:
- Orbital gap: 8.7 eV
- Charge: 0
- Multiplicity: 1

Positions of all 7 atoms, in Å:
C -1.10 0.02 -0.12
C 0.20 -0.44 0.35
N -0.67 1.11 -0.62
N 0.81 0.57 -0.15
O 1.87 1.08 -0.32
H -2.10 -0.36 -0.06
H 0.98 -1.98 0.92

Mulliken population analysis, charges in e, atoms 1 to 5: -0.0550, -0.2273, -0.4241, 0.6836, -0.5954


Entry x
C2H2N2O | wB97M-V/def2-TZVPD

Values from the calculation:
- Orbital gap: 11.8 eV
- Charge: 0
- Multiplicity: 1

Positions of all 7 atoms, in Å:
C -0.80 -0.48 0.43
C 0.97 0.23 -0.31
H -1.41 -1.21 0.84
H 1.96 0.63 -0.46
N 0.47 -0.86 0.26
N -1.23 0.58 -0.16
O 0.04 1.12 -0.61

Mulliken population analysis, charges in e, atoms 1 to 5: -0.0463, 0.1986, 0.4084, 0.3564, -0.4973


Entry y
C2H2N2O | wB97M-V/def2-TZVPD

Values from the calculation:
- SMILES: N#CC(N)=O
- Orbital gap: 12.2 eV
- Charge: 0
- Multiplicity: 1

Positions of all 7 atoms, in Å:
N 2.28 1.27 -0.06
C 1.38 0.59 0.08
C 0.11 -0.60 0.00
N -1.04 0.04 -0.01
O 0.25 -1.78 0.01
H -1.09 0.94 0.31
H -1.88 -0.46 -0.33

Mulliken population analysis, charges in e, atoms 1 to 5: -0.3131, 0.0571, 0.6105, -0.3590, -0.4561


Entry z
C2H2N2O | wB97M-V/def2-TZVPD

Values from the calculation:
- Orbital gap (alpha / beta): 9.7 / 9.7 eV
- Charge: 0
- Multiplicity: 1

Positions of all 7 atoms, in Å:
C 5.00 1.22 -0.02
C 4.77 -1.22 -0.02
N 4.65 2.29 0.18
N 5.54 0.06 -0.24
O 4.18 -2.35 0.14
H -0.73 0.27 -0.21
H -1.09 -0.29 0.21

Mulliken population analysis, charges in e, atoms 1 to 5: 0.4443, 0.6726, -0.3657, -0.3816, -0.3700


Calculated relative energies: entry w 723.4; entry x 80.4; entry y 0.0; entry z 344.7, given in kJ/mol


Entry w
C2H2N2O | wB97M-V/def2-TZVPD

Values from the calculation:
- Orbital gap: 10.1 eV
- Charge: 0
- Multiplicity: 1

Positions of all 7 atoms, in Å:
O -0.44 0.83 1.34
N -0.39 -0.34 1.63
C -0.21 -0.98 -0.46
C -0.22 0.08 -1.10
N -0.43 1.63 0.44
H -0.16 -2.01 -0.19
H -0.21 0.81 -1.89

Mulliken population analysis, charges in e, atoms 1 to 5: 0.0535, -0.1094, -0.3219, -0.3218, -0.1095


Entry x
C2H2N2O | wB97M-V/def2-TZVPD

Values from the calculation:
- Orbital gap: 11.8 eV
- Charge: 0
- Multiplicity: 1

Positions of all 7 atoms, in Å:
C -1.82 0.21 -0.09
C 0.57 0.12 1.52
N -2.01 -0.90 -0.12
N 1.33 -0.20 0.72
O 2.02 -0.50 -0.33
H -1.28 1.15 -0.05
H 2.63 0.14 -0.59

Mulliken population analysis, charges in e, atoms 1 to 5: 0.0497, -0.2485, -0.3293, 0.2114, -0.3310


Entry y
C2H2N2O | wB97M-V/def2-TZVPD

Values from the calculation:
- SMILES: C=[N+]([O-])C#N
- Orbital gap (alpha / beta): 9.0 / 9.0 eV
- Charge: 0
- Multiplicity: 1

Positions of all 7 atoms, in Å:
C -1.04 -0.02 0.02
N 0.20 -0.37 0.08
O 0.63 -1.67 -0.01
C 1.21 0.55 0.03
N 2.08 1.27 -0.07
H -1.78 -0.79 -0.01
H -1.30 1.02 -0.06

Mulliken population analysis, charges in e, atoms 1 to 5: -0.3154, 0.2759, -0.5385, 0.2928, -0.2786


Calculated relative energies: entry w 511.8; entry x 64.1; entry y 0.0, given in kJ/mol


Entry w
C2H2N2O | wB97M-V/def2-TZVPD

Values from the calculation:
- Orbital gap: 10.4 eV
- Charge: 0
- Multiplicity: 1

Positions of all 7 atoms, in Å:
O -0.72 1.25 -0.17
C -1.24 0.19 0.12
N -0.57 -1.04 0.26
N 0.66 -0.76 0.02
C 1.61 -0.17 -0.26
H -2.31 0.08 0.30
H 2.52 0.37 -0.43

Mulliken population analysis, charges in e, atoms 1 to 5: -0.5386, 0.1247, -0.7956, 0.4226, -0.0021


Entry x
C2H2N2O | wB97M-V/def2-TZVPD

Values from the calculation:
- Orbital gap (alpha / beta): 8.9 / 8.9 eV
- Charge: 0
- Multiplicity: 1

Positions of all 7 atoms, in Å:
O -0.92 -0.95 -0.84
C -1.07 0.09 -0.14
N -0.10 0.72 0.48
C 1.08 0.04 0.24
N 1.08 -1.01 -0.49
H -2.02 0.61 0.03
H 1.95 0.51 0.73

Mulliken population analysis, charges in e, atoms 1 to 5: -0.4467, 0.2655, -0.5243, 0.1711, -0.2236


Entry y
C2H2N2O | wB97M-V/def2-TZVPD

Values from the calculation:
- Orbital gap: 9.7 eV
- Charge: 0
- Multiplicity: 1

Positions of all 7 atoms, in Å:
O -1.97 -1.17 -0.47
C -0.76 -1.14 -0.53
C 0.04 -0.58 0.55
N 0.37 0.52 0.85
N 0.83 1.61 1.19
H -0.18 -1.56 -1.37
H 1.74 1.64 0.72

Mulliken population analysis, charges in e, atoms 1 to 5: -0.4285, 0.1135, 0.1066, 0.5159, -0.8489


Calculated relative energies: entry w 0.0; entry x 9.7; entry y 36.5, given in kJ/mol


Entry w
C2H2N2O | wB97M-V/def2-TZVPD

Values from the calculation:
- SMILES: N#CC(N)=O
- Orbital gap: 10.3 eV
- Charge: 0
- Multiplicity: 1

Positions of all 7 atoms, in Å:
N -2.30 -0.37 -0.46
C -1.15 -0.07 -0.90
C 0.24 0.16 -0.55
N 0.58 -0.13 0.76
O 1.22 0.33 -1.37
H -0.08 -0.34 1.62
H 1.48 0.43 0.89

Mulliken population analysis, charges in e, atoms 1 to 5: -0.3754, 0.3173, 0.4919, -0.4417, -0.5609


Entry x
C2H2N2O | wB97M-V/def2-TZVPD

Values from the calculation:
- SMILES: N#C/C=N\O
- Orbital gap: 10.8 eV
- Charge: 0
- Multiplicity: 1

Positions of all 7 atoms, in Å:
N 2.18 0.61 0.61
C 1.15 0.01 0.50
C 0.23 -0.67 -0.51
N -1.01 -0.31 -0.46
O -1.05 0.82 0.50
H 0.40 -1.53 -1.24
H -1.90 1.07 0.59

Mulliken population analysis, charges in e, atoms 1 to 5: -0.3865, 0.4195, -0.0754, -0.2468, -0.3663


Entry y
C2H2N2O | wB97M-V/def2-TZVPD

Values from the calculation:
- Orbital gap: 9.8 eV
- Charge: 0
- Multiplicity: 1

Positions of all 7 atoms, in Å:
O 0.48 2.33 0.36
C -0.10 1.29 0.20
C 0.27 0.03 0.89
N 0.51 -0.91 0.17
N 0.41 -1.90 -0.55
H -0.97 1.17 -0.49
H -0.61 -2.01 -0.58

Mulliken population analysis, charges in e, atoms 1 to 5: -0.3966, 0.1828, -0.0884, 0.4521, -0.6772


Calculated relative energies: entry w 0.0; entry x 142.6; entry y 171.7, given in kJ/mol